## w
# C2H3ClS2

One molecule with the formula C2H3ClS2 (ωB97M-V/def2-TZVPD, OMol25).

XYZ file:
```
8
Properties=species:S:1:pos:R:3
C 1.34082 0.30694 1.85388
C -0.11056 -0.43270 -0.47983
S 1.84324 0.33498 3.31602
S 0.52578 -1.28626 0.98875
Cl 1.08606 0.30214 -1.54127
H 1.46811 0.91201 0.94708
H -0.61225 -1.35303 -1.06999
H -0.81312 0.16709 -0.03010
```

Output
Total charge = 0
E_HOMO = -0.33062 Ha
Structure (SMILES) = S=CSCCl
HOMO-LUMO gap = 8.47 eV
Multiplicity = 1

---

## x
# C2H3ClS2

One molecule with the formula C2H3ClS2 (ωB97M-V/def2-TZVPD, OMol25).

XYZ file:
```
8
Properties=species:S:1:pos:R:3
C -0.14403 0.12546 0.41396
C 0.70351 -0.41722 -0.63139
S -0.48259 -0.55585 2.02417
S -1.02517 1.52893 -0.02975
Cl -0.01022 -1.92654 -1.12414
H 1.74118 -0.37620 -0.21447
H 0.73576 0.18452 -1.55761
H -1.51844 1.43690 1.11922
```

Output
Total charge = 0
E_HOMO = -0.32742 Ha
Structure (SMILES) = S=C(S)CCl
HOMO-LUMO gap = 8.00 eV
Multiplicity = 1

---

Most stable structure, least stable structure: x, w.

---

## w
# C2H3ClS2

A 2-piece molecular cluster, C2H3ClS2 overall (ωB97M-V/def2-TZVPD, OMol25).

XYZ file:
```
8
Properties=species:S:1:pos:R:3
C -0.52523 -2.12134 -1.64081
C 0.03023 0.63925 0.48909
S -2.04224 -2.21964 -1.53774
S 1.37328 0.36200 1.54088
Cl -0.09532 2.26353 -0.27273
H 2.36592 0.37075 0.79208
H -0.11924 0.09820 -0.43155
H -0.98740 0.60725 1.06079
```

Output
Total charge = 0
E_HOMO = -0.35476 Ha
HOMO-LUMO gap = 9.26 eV
Multiplicity = 1

---

## x
# C2H3ClS2

A 2-piece molecular cluster, C2H3ClS2 overall (ωB97M-V/def2-TZVPD, OMol25).

XYZ file:
```
8
Properties=species:S:1:pos:R:3
C -0.81312 -0.11595 0.41069
C -0.76771 1.00989 -0.28134
H -0.51733 -0.19248 1.45723
H -1.07007 1.06010 -1.32071
H -0.41920 1.91934 0.19449
S 3.22002 -0.46319 -0.20133
S 1.72051 -1.59667 0.00014
Cl -1.35310 -1.62104 -0.25916
```

Output
Total charge = 0
E_HOMO = -0.29714 Ha
HOMO-LUMO gap = 5.79 eV
Multiplicity = 1

---

Most stable structure, least stable structure: x, w.

---

## w
# C29H61N3O22S4

C29H61N3O22S4 as an isolated structure (ωB97M-V/def2-TZVPD, OMol25).

XYZ file:
```
119
Properties=species:S:1:pos:R:3
C -0.49057 2.18961 -1.94521
C -0.09531 2.52091 -3.37457
O 1.05961 2.90909 -3.57634
N -0.97404 2.43976 -4.38847
C -2.39684 2.19018 -4.20536
H -0.14815 1.14915 -1.88153
H -1.56336 2.19209 -1.76363
H 0.02659 2.74423 -1.16946
H -0.68976 2.83895 -5.26588
H -2.59777 1.15327 -3.91832
H -2.96772 2.34005 -5.11749
H -2.82625 2.78777 -3.39973
C -3.77492 -1.58756 2.78487
C -2.99434 -2.45066 3.74992
O -3.53993 -3.01891 4.67777
N -1.63465 -2.43491 3.59058
C -0.74892 -2.85134 4.65811
H -4.79061 -1.46617 3.15690
H -3.83460 -2.04627 1.79655
H -3.37113 -0.57611 2.72044
H -1.27304 -2.06761 2.72748
H 0.16784 -2.27007 4.62327
H -0.54747 -3.92473 4.56638
H -1.21623 -2.81960 5.64112
C 2.60283 -3.48329 2.49606
C 3.90747 -3.33294 3.27500
O 4.88017 -4.02311 3.04984
N 3.93642 -2.30640 4.17461
C 5.10427 -2.11573 5.00008
H 2.32410 -4.53713 2.49756
H 2.69511 -3.09658 1.48923
H 1.83141 -3.08715 3.16137
H 3.12141 -1.72779 4.24207
H 6.05430 -2.25348 4.49651
H 5.01796 -2.72890 5.90118
H 5.10225 -1.09390 5.39058
C -5.33476 -3.12705 -1.16997
C -4.07352 -2.29030 -1.12172
O -3.58150 -2.03146 -2.41068
S -3.99582 -3.25966 -3.39213
O -2.89916 -4.15005 -3.58666
O -4.64406 -2.70810 -4.52388
O -5.08942 -3.91137 -2.34237
H -6.20393 -2.50416 -1.39146
H -5.39450 -3.76670 -0.29626
H -3.28476 -2.89881 -0.65020
H -4.06032 -1.37821 -0.52680
C 3.36193 5.26970 0.76226
C 2.76252 5.00545 -0.62732
O 2.79360 3.59764 -0.81231
S 3.15327 2.76955 0.55836
O 4.07371 1.69745 0.40918
O 1.91191 2.50352 1.19528
O 3.87403 4.03149 1.23300
H 2.57630 5.54095 1.47416
H 4.18704 5.97530 0.74709
H 3.39367 5.47888 -1.37991
H 1.70547 5.25031 -0.73364
C -1.38122 5.78186 4.26004
C 0.15296 5.71866 4.02868
O 0.48676 4.40794 3.62578
S -0.74062 3.89447 2.68444
O -0.94332 2.48102 2.83602
O -0.48943 4.45378 1.39639
O -1.87475 4.67556 3.50688
H -1.67852 6.72729 3.81553
H -1.67719 5.63915 5.29529
H 0.79587 6.08093 4.82438
H 0.28133 6.41257 3.18929
C 3.87232 1.02860 -2.98478
C 2.93627 0.28069 -3.93145
O 3.71502 -0.79212 -4.43411
S 4.51697 -1.41123 -3.13093
O 5.76607 -1.95893 -3.56347
O 3.71271 -2.27816 -2.31223
O 4.72144 0.04573 -2.42523
H 3.28204 1.50180 -2.20344
H 4.48150 1.76366 -3.51372
H 2.50190 0.89080 -4.71750
H 2.07691 -0.02814 -3.32425
C -3.85109 3.96987 -1.16338
C -3.62216 2.78740 -0.28519
C -4.34583 1.61404 -0.95675
O -5.50095 2.29593 -1.46392
C -5.24524 3.65234 -1.81474
H -3.13604 4.09414 -1.98392
H -3.83415 4.96419 -0.71429
H -4.09740 2.94399 0.68603
H -2.57461 2.54984 -0.07432
H -4.63294 0.94971 -0.14716
H -3.73047 1.17497 -1.74435
H -5.99560 4.40885 -1.59291
H -5.12468 3.68527 -2.90206
C 2.98980 -5.39247 -1.71174
C 2.14514 -5.10203 -2.94828
C 1.10888 -4.13496 -2.34867
O 1.12866 -4.34276 -0.91764
C 1.92690 -5.52984 -0.65008
H 3.60290 -4.55093 -1.39721
H 3.63081 -6.26191 -1.86847
H 1.69252 -6.02034 -3.32240
H 2.70989 -4.64770 -3.76075
H 0.05987 -4.36554 -2.55669
H 1.36556 -3.10819 -2.60887
H 1.19579 -6.34651 -0.68997
H 2.29917 -5.56239 0.37270
C 1.05947 -0.64747 1.17041
C 1.17083 -1.22882 -0.23991
C -0.28226 -1.46333 -0.67065
O -1.14404 -0.82704 0.30631
C -0.32897 -0.01151 1.15241
H 1.84426 0.09400 1.28058
H 1.05894 -1.39553 1.96203
H 1.79137 -2.11353 -0.34863
H 1.55501 -0.38356 -0.82081
H -0.48702 -2.53237 -0.68158
H -0.47915 -0.89221 -1.57833
H -0.74358 0.12941 2.14913
H -0.28242 0.98195 0.68693
```

Output
Total charge = 0
E_HOMO = -0.33521 Ha
HOMO-LUMO gap = 8.95 eV
Multiplicity = 1

---

## x
# C29H61N3O22S4

C29H61N3O22S4 as an isolated structure (ωB97M-V/def2-TZVPD, OMol25).

XYZ file:
```
119
Properties=species:S:1:pos:R:3
C -1.48292 -1.37787 -2.38166
C -2.32609 -1.22529 -3.60734
O -3.26230 -0.42587 -3.61272
N -2.04852 -1.97564 -4.71476
C -1.08580 -3.05316 -4.78934
H -0.74574 -0.56803 -2.47178
H -0.92309 -2.30267 -2.33140
H -2.03947 -1.20533 -1.46793
H -2.74463 -1.93303 -5.43885
H -0.05634 -2.67701 -4.77410
H -1.19072 -3.59753 -5.72222
H -1.16555 -3.74235 -3.95329
C 2.81484 -2.70510 3.45784
C 3.62441 -1.52147 3.95897
O 4.46937 -1.62553 4.84976
N 3.26869 -0.32561 3.43841
C 3.65015 0.90832 4.06502
H 3.00933 -3.55387 4.10964
H 3.09831 -2.98151 2.44152
H 1.74337 -2.50759 3.50682
H 2.67761 -0.33162 2.62551
H 2.87340 1.65350 3.92399
H 4.60738 1.27220 3.66780
H 3.87529 0.74556 5.11700
C 3.12143 3.45722 0.94700
C 2.81888 4.89380 1.30265
O 3.21968 5.83274 0.64955
N 1.99383 5.05699 2.36511
C 1.66179 6.37996 2.84635
H 4.19428 3.37956 0.76442
H 2.55133 3.13811 0.08549
H 3.01442 2.87256 1.86412
H 1.64008 4.23537 2.81398
H 1.49175 7.08186 2.04022
H 2.42067 6.74529 3.54436
H 0.74475 6.32327 3.44013
C 3.99185 -5.21007 0.01506
C 2.90951 -4.16475 -0.11501
O 2.33662 -4.23884 -1.42934
S 3.47040 -4.76322 -2.43596
O 4.04398 -3.68470 -3.13598
O 2.94941 -5.87420 -3.14712
O 4.51180 -5.26578 -1.34737
H 3.58459 -6.19885 0.22733
H 4.77076 -4.86991 0.68405
H 3.38614 -3.17100 -0.05985
H 2.13203 -4.11090 0.64147
C -5.77106 1.92588 1.35461
C -5.50819 1.16763 0.02943
O -4.21073 1.61958 -0.43882
S -3.42314 2.46283 0.64133
O -2.79734 3.59198 0.08605
O -2.67756 1.56251 1.45918
O -4.70962 2.90705 1.45138
H -5.67133 1.26090 2.21422
H -6.70778 2.46813 1.35976
H -6.25138 1.43548 -0.71660
H -5.40872 0.09273 0.15349
C -4.50092 -1.26262 5.90948
C -4.85217 0.10356 5.26241
O -3.71972 0.49830 4.50501
S -3.11486 -0.83774 3.85072
O -1.73490 -0.74434 3.73522
O -3.91411 -1.14377 2.71722
O -3.43967 -1.76956 5.08402
H -5.38413 -1.88625 5.81894
H -4.11452 -1.19281 6.92005
H -5.19275 0.88854 5.92643
H -5.68697 -0.11228 4.58121
C -2.67614 3.00445 -3.36653
C -1.83943 2.28834 -4.41932
O -1.26917 3.33598 -5.19102
S -0.77111 4.43169 -4.16231
O -0.86469 5.68611 -4.78355
O 0.45624 4.06385 -3.57549
O -1.95940 4.24444 -3.13497
H -2.74794 2.42302 -2.45479
H -3.67168 3.23671 -3.74329
H -2.38624 1.58374 -5.03484
H -1.07884 1.68385 -3.90510
C -3.08869 -5.02666 1.26656
C -1.87379 -4.28979 1.74558
C -0.71182 -5.01567 1.06105
O -1.12319 -6.37483 1.08722
C -2.52190 -6.45112 1.00004
H -3.51128 -4.66320 0.32487
H -3.95708 -5.02897 1.92668
H -1.74928 -4.42129 2.82435
H -1.86551 -3.21153 1.57703
H 0.14594 -4.89420 1.71618
H -0.56466 -4.65148 0.04061
H -2.97943 -7.21847 1.62209
H -2.76390 -6.72460 -0.03752
C 3.72780 4.45241 -3.85219
C 3.44775 3.38868 -4.90138
C 3.04588 2.19519 -4.01958
O 3.56578 2.48676 -2.68288
C 4.42705 3.63370 -2.80490
H 2.81530 4.81778 -3.38537
H 4.28471 5.30107 -4.25248
H 4.34939 3.17580 -5.47640
H 2.65814 3.67768 -5.59283
H 3.54829 1.25433 -4.26191
H 1.96316 2.07868 -3.99816
H 5.41636 3.22662 -3.06213
H 4.54894 4.12968 -1.84235
C 0.51607 1.08854 0.87135
C 0.79736 0.80245 -0.61928
C 1.29937 -0.65554 -0.63830
O 1.05514 -1.20944 0.66954
C 0.22027 -0.30501 1.40573
H -0.35047 1.73615 0.93440
H 1.37368 1.48558 1.41166
H 1.47878 1.48430 -1.11177
H -0.19334 0.82619 -1.08991
H 2.36622 -0.68553 -0.83878
H 0.66261 -1.25297 -1.29388
H 0.36536 -0.39008 2.48113
H -0.82596 -0.57715 1.20486
```

Output
Total charge = 0
E_HOMO = -0.33200 Ha
HOMO-LUMO gap = 8.86 eV
Multiplicity = 1

---

Most stable structure, least stable structure: x, w.